[1]
Here is a structure of composition C25H59N8O9Zr from the Open Molecules 2025 dataset. Energies are from the ωB97M-V functional and the def2-TZVPD basis.

Structure (XYZ):
```
102
Properties=species:S:1:pos:R:3:lowdin_charge:R:1
H -26.591 22.470 27.288 0.099
H -22.819 30.548 34.709 0.173
C -26.246 21.615 36.039 0.025
H -27.034 26.218 33.264 0.111
H -25.591 23.679 37.356 0.166
N -20.206 25.513 29.415 -0.185
N -24.584 31.290 35.296 -0.124
H -19.633 26.053 27.471 0.098
C -25.930 23.110 34.048 0.024
N -21.745 29.959 29.230 -0.194
H -26.336 30.115 35.555 0.080
H -20.606 29.350 30.931 0.089
Zr -24.096 26.994 35.845 2.227
H -22.761 23.043 32.815 0.116
O -24.303 26.643 33.852 -0.399
N -28.804 26.420 32.269 -0.172
H -29.732 28.159 32.874 0.089
H -22.894 28.587 28.152 0.085
H -27.175 27.642 29.733 0.076
H -26.720 29.159 28.952 0.096
H -29.601 27.019 30.489 0.087
H -25.031 22.933 26.568 0.102
C -24.078 26.701 32.459 -0.091
H -27.319 21.449 35.970 0.120
C -25.585 23.913 36.291 -0.239
C -23.829 30.288 35.022 -0.219
O -22.713 25.183 35.528 -0.201
H -25.772 29.721 31.235 0.088
H -22.346 29.364 31.146 0.070
O -23.840 22.283 29.770 0.001
O -25.391 25.108 35.888 -0.214
C -24.555 23.254 29.630 -0.381
H -24.550 24.046 30.405 0.102
O -18.202 26.561 29.572 0.071
H -21.161 31.622 28.140 0.144
H -25.688 20.845 35.512 0.111
H -25.085 21.651 27.682 0.094
C -20.073 25.212 28.006 -0.025
H -25.483 22.336 33.426 0.117
H -27.112 24.613 28.421 0.095
H -25.959 21.555 37.088 0.104
H -19.505 26.446 31.112 0.125
C -26.046 24.810 28.534 -0.056
C -19.238 26.213 30.062 -0.370
H -23.115 27.180 32.248 0.089
H -22.092 21.276 35.541 0.105
O -19.924 31.215 29.691 0.050
C -20.874 30.991 28.993 -0.317
H -20.510 22.009 35.651 0.114
H -25.421 24.033 33.773 0.074
H -24.337 33.301 34.737 0.120
C -22.255 24.006 35.669 -0.242
C -29.376 27.230 33.323 -0.045
N -21.919 23.233 34.689 -0.114
H -22.710 30.193 27.435 0.095
H -26.586 28.446 32.141 0.052
H -21.506 24.132 30.332 0.086
C -29.672 26.124 31.114 0.021
N -25.867 22.927 35.502 -0.117
N -25.355 23.532 28.593 -0.179
H -25.819 25.447 29.381 0.049
N -27.783 29.406 30.741 -0.188
H -21.061 21.386 34.101 0.115
C -27.610 25.831 32.402 -0.381
H -26.989 23.186 33.794 0.118
H -21.038 25.012 27.543 0.088
H -25.703 25.340 27.638 0.097
H -21.657 28.088 30.311 0.059
C -27.502 28.670 29.542 -0.044
H -24.396 33.006 36.470 0.115
H -24.838 27.380 32.063 0.078
H -30.237 26.728 33.770 0.100
H -22.430 24.646 33.152 0.065
H -26.948 30.116 32.540 0.076
H -22.116 23.540 36.648 0.171
C -21.424 25.202 30.095 -0.103
O -29.825 30.163 30.126 0.071
H -26.562 31.868 35.100 0.121
C -25.994 31.139 35.669 0.020
H -22.314 25.374 29.478 0.084
C -21.998 23.659 33.308 0.009
H -23.812 29.954 28.829 0.075
H -30.692 25.999 31.463 0.103
H -24.128 25.719 31.991 0.076
H -22.920 32.570 35.565 0.108
H -28.976 30.642 31.890 0.134
H -21.058 23.636 32.763 0.117
H -21.548 25.785 31.011 0.046
C -21.380 21.899 35.002 0.026
C -25.531 22.625 27.491 -0.032
H -28.379 28.581 28.904 0.100
H -26.094 31.295 36.746 0.117
C -26.722 29.449 31.708 -0.076
O -24.231 29.063 34.983 -0.228
H -28.666 27.468 34.114 0.075
C -22.864 29.657 28.368 -0.049
C -24.002 32.631 35.527 0.039
H -19.429 24.350 27.830 0.102
H -29.271 25.281 30.568 0.091
C -21.536 29.178 30.402 -0.081
O -27.064 25.178 31.529 -0.017
C -28.924 30.133 30.912 -0.354
```

Summary:
Frontier orbital gap, eV: 2.68
Net charge: +3
Calculated total energy, hartree: -2149.242167
E_LUMO, Ha: -0.4390

***

[2]
Here is a cluster of 6 separate species, C28H56NO14S5 in total from the Open Molecules 2025 dataset. Energies are from the ωB97M-V functional and the def2-TZVPD basis.

Structure (XYZ):
```
104
Properties=species:S:1:pos:R:3:lowdin_charge:R:1
C -4.224 0.158 -2.336 -0.303
C -1.343 7.124 2.121 -0.217
C -1.053 8.524 0.104 -0.219
H -5.003 0.172 -3.095 0.109
N -1.510 3.836 -3.239 0.071
C 3.611 -1.142 -4.275 -0.210
H -1.209 9.496 -0.362 0.112
H -9.478 -0.880 0.531 0.107
H -4.263 0.063 -0.157 0.072
C -0.544 3.005 -2.489 -0.429
H -1.877 6.229 1.807 0.106
O -7.308 -0.132 2.785 -0.316
H 3.019 -0.661 -2.258 0.119
O 1.818 2.638 -2.443 -0.095
H 3.926 -4.858 0.399 0.102
C 5.079 -1.402 -3.949 -0.228
C -0.645 3.479 -1.043 -0.130
H -0.464 4.549 -1.054 0.103
H -1.865 -0.143 -1.883 0.119
C 2.684 -2.547 3.369 -0.223
H -1.664 3.364 -0.675 0.110
C 2.838 -1.452 -2.987 -0.198
H 3.450 -0.117 -4.604 0.123
H 1.764 -1.495 -3.160 0.117
S 5.186 -5.525 2.277 0.664
H 4.731 -7.342 -0.238 0.116
H 6.771 -7.263 2.015 0.100
H 0.795 9.182 1.043 0.103
H -10.479 -3.158 1.495 0.112
O 0.367 1.488 -0.007 -0.084
H -6.529 -3.328 1.955 0.106
C 2.949 -0.116 3.250 -0.205
C 3.690 -1.421 3.582 -0.216
H 2.237 0.118 4.044 0.115
H 3.283 -1.811 -5.075 0.117
H 1.056 8.089 -0.346 0.112
H 5.106 -7.894 2.035 0.097
H -0.982 1.386 -3.808 0.126
H 3.634 0.726 3.168 0.114
C 5.896 -5.523 -0.244 -0.216
C 0.883 3.223 -3.084 -0.647
H -2.148 1.322 -0.988 0.108
H 1.266 0.206 1.876 0.090
O -6.774 -1.143 0.549 -0.321
H 4.084 -1.427 4.597 0.114
H -8.520 -4.535 2.546 0.112
C -1.860 8.376 1.401 -0.218
O 2.584 -2.665 0.753 -0.338
C 0.407 8.323 0.496 -0.228
O 3.900 -5.694 2.914 -0.335
H -5.143 1.459 -0.859 0.081
O 6.278 -4.884 2.969 -0.324
C -7.237 -2.776 2.570 -0.216
C -4.871 0.415 -0.981 -0.085
C 5.705 -7.003 0.122 -0.210
H -9.780 -0.928 2.290 0.105
C 0.364 2.913 -0.072 -0.260
H -9.039 -3.291 0.484 0.119
C 2.200 -0.346 1.929 -0.215
H 1.943 -2.576 4.167 0.110
H 0.108 3.272 0.921 0.095
H -9.121 -3.213 3.538 0.114
S 5.060 -2.925 -3.007 0.663
C 4.971 -4.742 0.684 -0.240
H -5.789 -0.163 -0.960 0.033
O 0.491 5.727 0.851 -0.294
H -1.736 3.413 -4.124 0.067
H -2.347 3.952 -2.683 0.058
H -3.828 -0.864 -2.317 0.111
H -6.826 -2.630 3.565 0.102
S 1.845 -2.101 1.861 0.681
O 0.992 3.870 -4.151 -0.054
C -0.860 1.510 -2.737 -0.106
C 3.364 -2.789 -2.447 -0.216
H 0.969 1.226 -0.710 0.059
H 6.933 -5.228 -0.070 0.125
H -1.355 7.756 -0.611 0.123
H 5.220 -3.686 0.758 0.102
H 5.664 -5.328 -1.289 0.095
C -8.614 -3.451 2.600 -0.217
O 0.430 -2.332 2.001 -0.316
S 0.374 6.933 1.621 0.670
H -2.929 8.300 1.205 0.111
H 2.817 -0.102 1.067 0.107
C -2.036 0.933 -1.995 -0.203
O 1.237 7.203 2.745 -0.329
C -9.426 -2.891 1.424 -0.225
O 5.957 -2.809 -1.880 -0.333
H 1.367 3.261 -0.274 0.105
H -1.704 9.255 2.031 0.112
H 0.027 0.942 -2.475 0.093
H 5.485 -0.623 -3.305 0.110
H 2.812 -3.635 -2.853 0.108
H 5.708 -1.528 -4.828 0.104
H 3.145 -3.519 3.229 0.069
C -9.229 -1.379 1.465 -0.232
O -3.261 1.095 -2.716 -0.149
H 4.531 -1.542 2.894 0.117
H -1.386 7.220 3.203 0.098
S -7.483 -1.169 1.803 0.676
H 6.463 -7.634 -0.339 0.111
C 5.756 -7.111 1.653 -0.223
H 3.348 -2.819 -1.362 0.061
O 5.165 -4.041 -3.921 -0.338
```

Summary:
Frontier orbital gap, eV: 6.27
Net charge: -1
Calculated total energy, hartree: -4199.550719
E_LUMO, Ha: 0.0669